Computed, not measured: one molecule with the formula C13H15N5O2 in a non-equilibrium geometry, with the ωB97M-V functional and the def2-TZVPD basis.

Cartesian coordinates (Å):
C 3.426 -0.409 -5.083
C 2.571 -0.762 -3.875
O 2.128 0.462 -3.312
C 1.329 0.516 -2.219
C 0.990 1.815 -1.835
C 0.186 2.069 -0.747
C -0.304 1.002 -0.004
C 0.023 -0.303 -0.369
C 0.830 -0.566 -1.463
O 1.169 -1.841 -1.849
C 0.664 -2.925 -1.108
H 1.055 -3.815 -1.598
H 1.012 -2.902 -0.070
H -0.430 -2.952 -1.126
H -0.376 -1.104 0.230
C -1.150 1.237 1.141
N -1.660 0.294 1.933
N -2.351 0.997 2.807
N -2.279 2.289 2.591
N -1.540 2.464 1.560
C -3.064 0.415 3.901
H -3.237 -0.637 3.663
H -4.020 0.936 4.006
C -2.246 0.552 5.195
C -2.952 -0.029 6.309
N -3.519 -0.496 7.184
H -1.283 0.044 5.087
H -2.064 1.610 5.405
H -0.069 3.077 -0.463
H 1.386 2.620 -2.432
H 3.160 -1.325 -3.144
H 1.714 -1.372 -4.180
H 4.271 0.201 -4.776
H 2.838 0.154 -5.803
H 3.792 -1.317 -5.553

Calculated values
- Kohn-Sham gap (eV) = 8.68
- highest occupied orbital energy (eV) = -8.1
- LUMO level (eV) = 0.596
- energy relative to the best compared isomer or geometry (same formula, charge and spin) (kJ/mol) = 317.8
- SMILES string = CCOc1ccc(-c2nnn(CCC#N)n2)cc1OC
- F_max (eV/Å) = 1.2
- calculated total energy (a.u.) = -928.57934

For reference, the Mulliken charges in units of e are: C -1.407; C -0.155; O -0.419; C 0.400; C -0.504; C -1.014; C -0.273; C -0.576; C 1.290; O -0.407; C -0.990; H 0.255; H 0.359; H 0.364; H 0.691; C 0.341; N -0.670; N 1.063; N -0.775; N -0.276; C -0.719; H 0.342; H 0.331; C -0.253; C 0.153; N -0.375; H 0.290; H 0.301; H 0.487; H 0.442; H 0.314; H 0.319; H 0.323; H 0.324; H 0.422

Computed, not measured: C13H15NSeTb as an isolated structure in a non-equilibrium geometry, with the ωB97M-V functional and the def2-TZVPD basis.

Cartesian coordinates (Å):
C -0.549 0.937 -3.334
C 0.859 1.129 -3.134
C 1.040 2.041 -2.037
C -0.266 2.426 -1.571
C -1.246 1.723 -2.356
Tb -0.080 0.009 -0.943
N -1.500 -1.473 -1.468
C -0.483 -2.456 -1.849
C 0.926 -1.905 -2.002
H 1.999 2.452 -1.694
H 1.652 0.712 -3.768
H -0.487 3.132 -0.762
H -2.335 1.839 -2.287
H -1.013 0.384 -4.162
H 1.220 -1.945 -3.060
H -0.484 -3.332 -1.145
H -2.419 -1.882 -1.347
H 1.637 -2.399 -1.324
H -0.834 -2.895 -2.815
Se -1.893 0.806 1.083
C -0.617 0.423 2.375
C -0.857 0.946 3.673
C -0.024 0.631 4.733
C 1.099 -0.191 4.541
C 1.365 -0.689 3.260
C 0.541 -0.395 2.178
H -1.736 1.582 3.821
H -0.255 1.029 5.723
H 1.747 -0.442 5.376
H 2.236 -1.334 3.103
H 0.756 -0.863 1.192

Calculated values
- Kohn-Sham gap (alpha / beta) (eV) = 6.20 / 6.17
- highest occupied orbital energy (alpha / beta) (eV) = -3.3 / -3.3
- LUMO level (alpha / beta) (eV) = 2.894 / 2.898
- total charge = -1
- 2S+1 = 7
- F_max (eV/Å) = 2.5
- calculated total energy (a.u.) = -3785.00824

For reference, the Mulliken charges in units of e are: C -0.311; C -0.357; C -0.700; C -0.344; C -0.383; Tb 0.240; N -0.361; C -0.217; C -0.949; H 0.375; H 0.384; H 0.408; H 0.361; H 0.361; H 0.182; H 0.209; H 0.069; H 0.157; H 0.275; Se -0.347; C 0.317; C -0.677; C -0.341; C -0.480; C -0.646; C 0.074; H 0.313; H 0.322; H 0.339; H 0.319; H 0.407

Computed, not measured: C13H16BFIrN2O5 as an isolated structure in a non-equilibrium geometry, with the ωB97M-V functional and the def2-TZVPD basis.

Cartesian coordinates (Å):
Ir -0.469 0.741 0.312
O 0.154 1.155 -2.148
C 1.464 0.608 -2.294
C 2.380 1.159 -1.206
N 1.794 1.112 0.145
C 1.877 2.438 0.792
C 0.931 3.401 0.094
O 1.338 4.507 -0.233
O -0.223 2.896 -0.087
C 2.375 0.085 1.004
C 1.582 -0.021 2.292
O 2.153 -0.345 3.313
O 0.316 0.232 2.184
H -0.448 0.718 -2.760
H 1.886 0.899 -3.261
H 1.423 -0.479 -2.253
H 2.601 2.200 -1.445
H 3.317 0.596 -1.234
H 2.889 2.848 0.760
H 1.555 2.349 1.828
H 3.424 0.290 1.237
H 2.309 -0.884 0.514
B -5.144 0.993 0.091
C -3.599 1.020 0.355
N -2.459 1.008 0.526
H -5.688 1.743 0.873
H -5.305 1.357 -1.056
H -5.514 -0.152 0.257
F -0.628 -5.371 0.652
C -0.630 -4.043 0.366
C -1.762 -3.299 0.613
C -1.743 -1.940 0.328
C -0.606 -1.291 -0.180
C 0.491 -2.110 -0.452
C 0.496 -3.477 -0.185
H -2.640 -3.772 1.035
H -2.650 -1.380 0.507
H 1.387 -1.704 -0.897
H 1.364 -4.091 -0.389

Calculated values
- Kohn-Sham gap (eV) = 7.71
- highest occupied orbital energy (eV) = -5.6
- LUMO level (eV) = 2.121
- energy relative to the best compared isomer or geometry (same formula, charge and spin) (kJ/mol) = 189.1
- total charge = -1
- F_max (eV/Å) = 3.6
- calculated total energy (a.u.) = -1219.78520

For reference, the Mulliken charges in units of e are: Ir 1.436; O -0.564; C -0.583; C -0.846; N 0.053; C -0.675; C 0.559; O -0.737; O -0.710; C -0.775; C 0.486; O -0.722; O -0.755; H 0.338; H 0.490; H 0.239; H 0.544; H 0.414; H 0.316; H 0.478; H 0.410; H 0.438; B 0.095; C 0.348; N -0.428; H -0.133; H -0.131; H -0.137; F -0.353; C 0.475; C -0.924; C -0.198; C 0.390; C 0.120; C -1.150; H 0.440; H 0.269; H 0.061; H 0.423

Computed, not measured: a 3-piece molecular cluster, C13H16Br2N2O3PS overall, with the ωB97M-V functional and the def2-TZVPD basis.

Cartesian coordinates (Å):
C -2.771 2.741 0.806
C -1.946 2.757 2.040
Br -0.104 2.897 1.720
C -2.393 2.639 3.295
Br -4.192 2.384 3.747
S -1.261 2.645 4.622
P -1.095 0.573 5.319
O 0.311 0.420 5.618
O -1.711 -0.220 4.124
O -2.146 0.440 6.487
H -2.514 3.621 0.209
H -2.491 1.851 0.221
H -3.838 2.752 1.016
H -2.038 3.182 5.579
H -2.653 -0.450 4.214
H -1.694 0.402 7.354
N -2.105 0.020 -0.870
C -0.852 0.062 -1.323
C -0.167 -1.046 -1.793
C -0.821 -2.267 -1.794
C -2.126 -2.328 -1.330
C -2.722 -1.161 -0.881
H -0.371 1.035 -1.307
H 0.849 -0.948 -2.146
H -0.324 -3.159 -2.152
H -2.674 -3.259 -1.317
H -3.744 -1.169 -0.518
N 3.477 -1.055 -2.392
C 4.657 -0.468 -2.582
C 5.431 -0.658 -3.717
C 4.956 -1.500 -4.710
C 3.729 -2.117 -4.527
C 3.037 -1.860 -3.354
H 4.998 0.183 -1.785
H 6.383 -0.156 -3.817
H 5.531 -1.672 -5.610
H 3.316 -2.781 -5.273
H 2.076 -2.330 -3.175

Calculated values
- Kohn-Sham gap (eV) = 7.72
- highest occupied orbital energy (eV) = -11.4
- LUMO level (eV) = -3.690
- total charge = +1
- F_max (eV/Å) = 0.8
- calculated total energy (a.u.) = -6727.56728

For reference, the Mulliken charges in units of e are: C -0.959; C 0.655; Br -0.034; C -0.041; Br -0.017; S -0.090; P 1.015; O -0.529; O -0.400; O -0.451; H 0.336; H 0.187; H 0.461; H 0.268; H 0.367; H 0.373; N -0.497; C -0.467; C 0.139; C 0.043; C -0.571; C -0.394; H 0.448; H -0.045; H 0.382; H 0.389; H 0.409; N -0.472; C -0.191; C -0.406; C -0.179; C -0.654; C 0.333; H 0.357; H 0.349; H 0.383; H 0.348; H 0.154

Computed, not measured: C13H16Br9NO5 as an isolated structure in a non-equilibrium geometry, with the ωB97M-V functional and the def2-TZVPD basis.

Cartesian coordinates (Å):
C 9.587 -6.453 -11.687
C 8.424 -7.112 -11.304
C 7.311 -6.361 -10.954
C 7.409 -4.989 -10.897
C 8.620 -4.342 -11.202
C 9.667 -5.056 -11.735
N 6.276 -4.163 -10.489
O 5.215 -4.697 -10.280
O 6.460 -2.963 -10.407
H 10.496 -6.979 -11.955
H 8.505 -8.183 -11.187
H 6.403 -6.879 -10.674
H 8.856 -3.373 -10.780
H 10.656 -4.620 -11.772
C 15.947 -2.940 -9.766
C 16.810 -4.123 -10.231
O 17.631 -3.653 -11.302
C 18.739 -4.377 -11.530
O 19.090 -5.316 -10.865
O 19.366 -3.874 -12.554
C 20.657 -4.447 -12.868
H 15.118 -2.930 -10.478
H 16.471 -1.991 -9.844
H 15.550 -3.187 -8.785
H 16.064 -4.869 -10.514
H 17.449 -4.545 -9.459
H 21.206 -3.718 -13.451
H 20.449 -5.366 -13.410
H 21.174 -4.701 -11.947
C 15.638 0.467 -7.696
Br 16.988 1.387 -8.709
Br 14.583 1.750 -6.716
Br 16.338 -0.870 -6.397
H 14.994 -0.153 -8.305
C 12.618 -0.882 -10.056
Br 11.856 0.865 -9.661
Br 11.407 -1.772 -11.402
Br 12.729 -2.018 -8.458
H 13.580 -0.757 -10.542
C 15.658 1.049 -12.733
Br 16.708 -0.507 -12.118
Br 14.680 1.872 -11.239
Br 14.326 0.479 -14.054
H 16.366 1.782 -13.091

Calculated values
- Kohn-Sham gap (eV) = 9.46
- highest occupied orbital energy (eV) = -10.1
- LUMO level (eV) = -0.601
- energy relative to the best compared isomer or geometry (same formula, charge and spin) (kJ/mol) = 88.6
- F_max (eV/Å) = 1.8
- calculated total energy (a.u.) = -24101.89439

For reference, the Mulliken charges in units of e are: C -0.285; C -0.550; C -0.304; C -0.089; C 0.076; C -0.361; N 1.017; O -0.599; O -0.595; H 0.359; H 0.372; H 0.429; H 0.351; H 0.160; C -0.525; C -0.543; O -0.144; C 0.678; O -0.573; O -0.307; C -0.673; H 0.267; H 0.005; H 0.329; H 0.250; H 0.401; H 0.215; H 0.298; H 0.328; C 0.606; Br -0.003; Br -0.025; Br -0.068; H -0.513; C 0.180; Br -0.019; Br -0.050; Br -0.007; H -0.125; C -0.382; Br 0.024; Br -0.021; Br -0.020; H 0.437

Computed, not measured: C13H16BrCaN2O5 as an isolated structure in a non-equilibrium geometry, with the ωB97M-V functional and the def2-TZVPD basis.

Cartesian coordinates (Å):
Ca 0.745 -3.608 -2.841
Br -0.809 -1.839 -1.270
C -3.521 -2.362 1.663
O -4.369 -2.805 2.392
N -3.632 -2.220 0.431
N -2.352 -2.078 2.058
H -4.546 -2.109 0.015
H -2.801 -1.834 0.007
H -2.038 -2.304 2.991
H -1.720 -1.525 1.497
C 2.118 2.090 -3.529
C 1.598 3.132 -4.307
C 0.235 3.336 -4.461
C -0.586 2.312 -3.998
C -0.070 1.156 -3.373
C 1.274 1.129 -2.949
O 1.802 0.169 -2.105
O -0.262 4.442 -5.052
H 3.165 2.277 -3.339
H 2.252 3.896 -4.701
H -1.636 2.504 -4.162
H -0.706 0.341 -3.059
H 1.071 -0.380 -1.810
H -1.217 4.492 -4.974
C 0.246 0.492 3.547
C 0.981 0.013 4.643
C 1.951 -0.931 4.306
C 1.983 -1.462 3.005
C 1.178 -1.037 2.014
C 0.320 -0.007 2.224
O -0.406 0.540 1.140
O 2.807 -1.422 5.250
H -0.418 1.273 3.888
H 0.880 0.390 5.650
H 2.512 -2.387 2.833
H 1.172 -1.365 0.985
H -0.495 -0.122 0.451
H 3.296 -2.189 4.943

Calculated values
- Kohn-Sham gap (eV) = 3.13
- highest occupied orbital energy (eV) = -10.2
- LUMO level (eV) = -7.114
- total charge = +1
- F_max (eV/Å) = 8.5
- calculated total energy (a.u.) = -4242.03815

For reference, the Mulliken charges in units of e are: Ca 1.566; Br -0.687; C 0.632; O -0.699; N -0.154; N -0.227; H 0.227; H -0.190; H 0.178; H 0.150; C -0.456; C -0.461; C 0.581; C -0.506; C -0.445; C 0.733; O -0.478; O -0.526; H 0.354; H 0.375; H 0.231; H 0.330; H 0.174; H 0.295; C -0.532; C -0.773; C 0.851; C -0.508; C 0.518; C 0.005; O -0.491; O -0.542; H 0.364; H 0.468; H 0.198; H 0.224; H -0.058; H 0.280

Computed, not measured: C13H16Cl3HgN4O4 as an isolated structure, with the ωB97M-V functional and the def2-TZVPD basis.

Cartesian coordinates (Å):
Hg 0.283 0.080 0.104
O -1.762 -3.262 -2.587
C -1.440 -2.445 -1.575
O -1.790 -1.296 -1.525
C -0.625 -3.126 -0.521
C -0.539 -4.504 -0.422
C 0.203 -5.034 0.629
C 0.820 -4.179 1.519
C 0.693 -2.799 1.335
N -0.017 -2.305 0.338
C 1.374 -1.829 2.313
O 1.946 -2.341 3.261
O 1.271 -0.596 2.052
H -2.290 -2.734 -3.213
H -1.039 -5.132 -1.139
H 0.291 -6.105 0.743
H 1.404 -4.524 2.358
N -1.759 1.068 0.163
C -2.121 2.020 1.224
C -1.126 3.162 1.322
C 0.210 2.794 1.993
C 1.418 3.036 1.108
N 1.471 2.098 -0.032
H -1.751 1.534 -0.757
H -2.434 0.308 0.102
H -2.158 1.475 2.171
H -3.124 2.415 1.029
H -1.610 3.962 1.890
H -0.958 3.564 0.322
H 0.216 1.748 2.318
H 0.339 3.386 2.901
H 2.334 2.922 1.690
H 1.391 4.062 0.729
H 2.435 1.844 -0.232
H 1.074 2.506 -0.890
Cl 0.855 1.263 -5.444
C 1.579 1.447 -3.934
Cl 2.886 2.508 -3.753
Cl -0.524 2.834 -2.535
C 1.382 0.475 -2.952
N 1.195 -0.300 -2.104

Calculated values
- Kohn-Sham gap (alpha / beta) (eV) = 7.70 / 7.10
- highest occupied orbital energy (alpha / beta) (eV) = -8.2 / -8.7
- LUMO level (alpha / beta) (eV) = -0.529 / -1.584
- energy relative to the best compared isomer or geometry (same formula, charge and spin) (kJ/mol) = 0.0
- 2S+1 = 2
- F_max (eV/Å) = 0.9
- calculated total energy (a.u.) = -2558.98030

For reference, the Mulliken charges in units of e are: Hg 2.286; O -0.474; C -0.059; O -0.497; C 0.544; C -0.633; C -0.313; C -0.680; C 0.682; N -0.174; C 0.186; O -0.721; O -0.675; H 0.377; H 0.503; H 0.435; H 0.531; N -0.763; C -0.869; C -0.565; C -0.559; C -0.830; N -0.591; H 0.143; H 0.250; H 0.394; H 0.430; H 0.386; H 0.370; H 0.236; H 0.363; H 0.469; H 0.367; H 0.267; H 0.023; Cl -0.110; C 0.361; Cl -0.118; Cl -0.601; C 0.105; N -0.476

Computed, not measured: C13H16Cl4IMnN4O4 as an isolated structure in a non-equilibrium geometry, with the ωB97M-V functional and the def2-TZVPD basis.

Cartesian coordinates (Å):
Mn -0.954 2.211 -1.026
N -0.780 1.855 1.007
C -1.519 0.772 1.645
C -0.759 -0.025 2.707
C 0.533 -0.604 2.096
C 1.042 -1.936 2.658
N 0.078 -3.062 2.642
C -0.609 -3.385 1.570
N -0.104 -3.204 0.368
N -1.727 -4.083 1.702
C -1.984 -0.189 0.544
O -2.448 -1.319 0.907
O -1.728 0.210 -0.587
H 0.156 1.598 0.723
H -0.733 2.702 1.549
H -2.428 1.197 2.070
H -1.429 -0.810 3.062
H -0.511 0.613 3.558
H 1.342 0.111 2.231
H 0.398 -0.708 1.016
H 1.352 -1.817 3.693
H 1.927 -2.253 2.105
H -0.432 -3.208 3.496
H 0.705 -2.602 0.323
H -0.817 -2.940 -0.311
H -2.235 -3.875 2.545
H -2.331 -3.973 0.897
Cl 5.078 0.172 -3.381
C 3.434 0.742 -3.326
C 2.766 1.074 -4.489
Cl 3.562 0.907 -6.026
C 1.437 1.545 -4.427
Cl 0.557 1.935 -5.874
C 0.772 1.714 -3.211
O -0.455 2.151 -3.078
C 1.478 1.356 -2.013
O 0.796 1.502 -0.886
C 2.771 0.880 -2.088
Cl 3.549 0.429 -0.595
I -0.448 4.671 -0.144
C -2.793 2.940 -1.194
H -3.053 3.500 -2.087
H -3.456 3.207 -0.374

Calculated values
- Kohn-Sham gap (alpha / beta) (eV) = 4.92 / 5.55
- highest occupied orbital energy (alpha / beta) (eV) = -3.4 / -4.0
- LUMO level (alpha / beta) (eV) = 1.528 / 1.527
- energy relative to the best compared isomer or geometry (same formula, charge and spin) (kJ/mol) = 222.1
- total charge = -1
- 2S+1 = 6
- F_max (eV/Å) = 2.3
- calculated total energy (a.u.) = -4314.52586

For reference, the Mulliken charges in units of e are: Mn 0.071; N -0.148; C -0.397; C -0.873; C 0.263; C -1.866; N -0.100; C 0.533; N -0.437; N -0.527; C 0.716; O -0.784; O -0.546; H 0.625; H 0.269; H 0.361; H 0.379; H 0.441; H 0.538; H -0.022; H 0.550; H 0.387; H 0.294; H 0.324; H 0.352; H 0.240; H 0.316; Cl -0.249; C 0.347; C 0.102; Cl -0.230; C 0.227; Cl -0.226; C 0.751; O -1.136; C -0.313; O -0.676; C 0.113; Cl -0.238; I -0.480; C -0.644; H 0.391; H 0.303